Record 1
86
Properties=species:S:1:pos:R:3:forces:R:3 method="wB97M-V/def2-TZVPD" e_homo_ha=-0.3741 charge=+1 multiplicity=1 energy_ev=-92102.60657 e_above_lowest_ev=0.3871 gap_ev=7.9 lumo_energy_ev=-2.29
Pb -0.246872 -0.575646 0.012326 -0.1 0.0 0.0
S 2.094738 1.107796 3.797213 0.0 0.0 0.0
C 1.584763 -0.470647 4.199429 0.0 0.0 0.0
C 0.890877 -1.059634 3.181980 0.0 0.0 0.0
C 0.742647 -0.221115 2.041703 0.0 -0.1 0.0
C 1.352536 0.986708 2.243052 0.0 0.0 0.0
C 1.432457 2.044018 1.236708 0.0 0.0 0.0
C 2.047409 3.276480 1.459588 0.0 0.0 0.0
C 2.128612 4.187973 0.428813 0.0 0.0 -0.1
C 1.593174 3.861107 -0.813081 0.0 0.0 0.1
C 0.983402 2.630566 -0.949476 0.0 0.0 0.0
N 0.899980 1.743116 0.043008 0.0 0.0 -0.1
H 1.837740 -0.885474 5.162808 0.0 0.0 0.0
H 0.503667 -2.068135 3.238020 0.0 0.0 0.0
H 2.469039 3.497078 2.430894 0.0 0.0 0.0
H 2.610445 5.144725 0.583304 0.0 0.0 0.0
H 1.644706 4.543128 -1.649749 0.0 0.0 0.0
H 0.534599 2.335113 -1.889907 0.0 0.0 0.0
O 1.442673 -2.901215 -0.073522 0.2 0.0 -0.1
N 1.848281 -3.011837 -1.316130 0.0 0.1 0.0
C 1.499924 -4.035051 -2.116744 0.0 0.0 0.0
C 1.950454 -4.073319 -3.416084 0.0 0.0 0.0
C 2.770666 -3.054640 -3.891334 0.0 0.0 0.0
C 3.138834 -2.021399 -3.048563 0.0 0.0 0.0
C 2.662527 -2.026269 -1.748916 0.0 -0.1 0.0
S 2.973833 -0.959452 -0.410422 -0.1 0.0 0.0
H 0.877581 -4.782286 -1.650050 0.0 0.0 0.0
H 1.665893 -4.903323 -4.045379 0.0 0.0 0.0
H 3.132058 -3.077123 -4.909603 0.0 0.0 0.0
H 3.793870 -1.225692 -3.367245 0.0 0.0 0.0
C -3.265144 1.484028 3.073110 0.0 0.0 0.0
C -2.232691 0.882393 2.344218 0.0 0.0 0.0
N -2.125561 0.955058 1.031046 -0.1 0.0 0.0
C -3.067638 1.646575 0.347259 0.0 0.0 0.0
C -4.147614 2.268584 0.991515 0.0 0.0 0.0
C -4.228412 2.175776 2.390967 0.0 0.0 0.0
C -5.137639 2.980242 0.232379 0.0 0.0 0.0
C -5.054256 3.064931 -1.108554 0.0 0.0 0.0
C -3.962136 2.448512 -1.806811 0.0 0.0 0.0
C -3.838385 2.513365 -3.204578 0.0 0.0 0.0
C -2.779277 1.902626 -3.821110 0.0 0.0 0.0
C -1.842650 1.234901 -3.020863 0.0 0.0 0.0
N -1.924899 1.168523 -1.710833 0.0 0.0 0.0
C -2.969591 1.753190 -1.097067 0.0 0.0 0.0
H -3.282355 1.394100 4.150000 0.0 0.0 0.0
H -1.461009 0.318620 2.851783 0.0 0.0 0.0
H -5.050496 2.653370 2.909691 0.0 0.0 0.0
H -5.956362 3.444146 0.767577 0.0 0.0 0.0
H -5.803348 3.596204 -1.681304 0.0 0.0 0.0
H -4.587670 3.044049 -3.779152 0.0 0.0 0.0
H -2.657814 1.929422 -4.894782 0.0 0.0 0.0
H -0.991108 0.735606 -3.474512 0.0 0.0 0.0
I 6.377698 6.167358 -3.948278 0.0 0.0 0.0
C 5.708439 4.504936 -2.885986 0.0 0.0 0.0
C 5.028920 3.494173 -3.553920 0.0 0.0 0.0
C 4.579971 2.392890 -2.844492 0.0 0.0 0.0
C 4.807505 2.306782 -1.475556 0.0 0.0 0.0
C 5.491613 3.322093 -0.816415 0.0 0.0 0.0
C 5.947379 4.423457 -1.520028 0.0 0.0 0.0
C 4.295090 1.184888 -0.655510 0.0 0.0 0.0
O 4.306947 1.136329 0.545692 0.0 0.0 0.0
O 3.762684 0.179376 -1.399583 0.0 0.0 0.0
H 4.850254 3.566884 -4.617469 0.0 0.0 0.0
H 4.041357 1.607100 -3.355888 0.0 0.0 0.0
H 5.658476 3.238105 0.249146 0.0 0.0 0.0
H 6.483736 5.211933 -1.011114 0.0 0.0 0.0
C -3.339148 -5.266290 1.028820 0.0 0.0 0.0
N -2.262073 -4.290245 0.917643 0.0 0.0 0.0
C -1.834705 -4.017620 -0.441475 0.0 0.1 0.0
C -2.131142 -3.261758 1.813816 0.1 -0.1 0.0
O -1.822262 -2.118909 1.445828 0.0 0.1 0.0
N -2.342459 -3.551051 3.126699 -0.1 0.0 0.0
C -2.059297 -4.850149 3.713726 0.0 0.0 0.0
C -2.488024 -2.461867 4.074442 0.0 0.0 0.0
H -4.049172 -5.118047 0.210817 0.0 0.0 0.0
H -3.878480 -5.142013 1.962229 0.0 0.0 0.0
H -2.956846 -6.286986 0.973556 0.0 0.0 0.0
H -1.744737 -4.966847 -0.970226 0.0 0.0 0.0
H -0.867124 -3.521743 -0.428212 0.0 0.0 0.0
H -2.547820 -3.381352 -0.977048 0.0 0.0 0.0
H -1.618560 -5.514949 2.976308 0.0 0.0 0.0
H -2.958969 -5.312679 4.125982 0.0 0.0 0.0
H -1.339420 -4.722218 4.525399 0.0 0.0 0.0
H -2.787729 -1.561325 3.548251 0.0 0.0 0.0
H -1.552436 -2.264120 4.605124 0.0 0.0 0.0
H -3.254123 -2.725911 4.805098 0.0 0.0 0.0

Record 2
78
Properties=species:S:1:pos:R:3:forces:R:3 method="wB97M-V/def2-TZVPD" e_homo_ha=-0.3348 charge=+1 multiplicity=1 energy_ev=-50563.19303 e_above_lowest_ev=0.1814 gap_ev=5.1 lumo_energy_ev=-4.00
C 4.504526 -2.144522 -3.067122 -0.2 0.2 0.0
C 4.326300 -0.757792 -2.965263 -0.3 -0.3 0.0
C 3.046198 -0.233205 -2.812620 0.0 -0.1 0.0
C 1.930988 -1.079685 -2.776460 0.0 -0.1 0.0
C 0.562819 -0.435514 -2.687009 -0.4 0.2 0.2
C -0.545052 -1.164745 -3.168805 1.4 -0.7 0.0
N -1.840681 -0.697727 -3.111130 -0.6 1.1 -0.5
C -2.073926 0.650276 -3.129336 0.2 -1.1 0.3
C -3.354783 1.173134 -3.086654 -0.8 -0.4 0.1
C -4.443844 0.324280 -3.022103 0.2 1.0 0.0
C -4.243880 -1.062526 -2.988494 0.3 -0.8 0.0
C -2.925452 -1.596236 -3.083972 -0.2 0.9 0.5
C -2.714857 -2.974714 -3.007256 -0.6 -1.2 0.1
C -3.796869 -3.844077 -2.825882 0.7 0.8 -0.2
C -5.105457 -3.330759 -2.711982 -0.2 0.5 -0.1
C -5.325624 -1.964675 -2.796770 0.2 -0.5 -0.1
O 0.476291 0.710862 -2.182251 0.3 -0.1 0.0
C 2.118342 -2.467245 -2.823329 0.2 0.3 -0.1
C 3.400738 -3.000176 -2.979890 0.0 0.3 0.0
H 5.503420 -2.549511 -3.218671 -0.2 0.0 0.1
H 5.168174 -0.067938 -3.017752 -0.1 -0.3 0.0
H 2.897235 0.843082 -2.732375 -0.1 -0.3 -0.1
H -0.388964 -2.141326 -3.612564 -0.2 0.4 0.1
H -1.198636 1.282809 -3.120943 0.0 -0.3 -0.1
H -3.438730 2.255673 -3.092047 -0.2 -0.2 0.0
H -5.457378 0.713837 -2.975877 0.2 0.0 0.0
H -1.710233 -3.388267 -3.063620 -0.4 0.1 0.1
H -3.620309 -4.919043 -2.765781 0.0 0.3 0.0
H -5.945300 -4.012271 -2.560137 0.3 0.2 0.0
H -6.327983 -1.537495 -2.706959 0.3 -0.3 0.0
H 1.246066 -3.114932 -2.746598 0.3 0.0 0.0
H 3.531906 -4.080089 -3.042386 0.0 0.3 0.0
C 5.685770 3.830954 -1.451315 -0.5 -0.1 0.1
O 4.318937 3.502223 -1.091918 0.7 -0.2 0.3
C 4.140567 2.439675 -0.260315 -0.1 -0.4 0.0
C 2.801226 2.138532 0.100373 0.9 0.5 -0.6
C 2.578323 1.033074 0.879420 0.6 -0.6 0.8
C 3.660529 0.216386 1.297024 0.0 0.6 -0.2
C 4.982974 0.508984 0.977909 -0.3 0.1 -0.1
C 5.227170 1.632423 0.189299 -0.6 0.2 -0.1
N 3.143586 -0.798745 2.104646 -2.2 -0.2 0.2
C 3.900200 -1.802819 2.831509 0.1 -0.3 0.2
C 1.785731 -0.677575 2.187620 1.6 0.3 -0.1
C 1.373292 0.481571 1.489200 -0.2 0.3 -0.6
C 0.103189 1.070016 1.498841 0.4 -1.1 0.3
C -1.038750 0.385664 1.962734 -0.4 0.0 0.2
C -1.280658 -1.003303 1.963022 -0.8 0.5 1.0
N -2.429893 -1.264283 2.660016 1.2 0.1 -0.9
C -2.980933 -2.591048 2.855091 -0.1 -0.4 -0.1
C -2.983743 -0.072013 3.134242 0.6 0.5 -0.1
C -2.146016 0.986545 2.700350 -0.2 -1.1 -0.1
C -2.374923 2.277285 3.123613 -0.9 0.8 0.7
C -3.474798 2.508584 3.993385 0.7 -0.2 -0.6
O -3.776179 3.746416 4.469125 0.5 0.0 -0.4
C -2.913007 4.835633 4.064498 -0.4 -0.4 0.2
C -4.311805 1.436480 4.422486 0.5 0.2 -0.4
C -4.064352 0.136376 3.992331 0.0 0.4 -0.1
H 5.594615 4.723441 -2.072918 0.1 -0.2 0.1
H 6.298764 4.046358 -0.559981 -0.3 0.0 -0.3
H 6.148970 3.010065 -2.024117 -0.2 0.3 0.1
H 1.962553 2.727682 -0.259453 0.3 0.1 -0.1
H 5.798359 -0.109744 1.339327 0.0 0.1 -0.1
H 6.248814 1.888393 -0.101187 -0.5 -0.2 0.2
H 4.961824 -1.675555 2.611828 -0.2 -0.1 0.1
H 3.734712 -1.707194 3.913586 0.1 0.2 -0.3
H 3.579956 -2.811489 2.543054 0.2 0.3 -0.1
H 1.192854 -1.352332 2.793883 0.3 0.2 0.0
H 0.019158 2.120374 1.220725 0.0 -0.2 0.0
H -0.678615 -1.794374 1.533677 -0.3 0.1 -0.1
H -3.868838 -2.507763 3.485052 0.2 -0.1 -0.1
H -3.259862 -3.049496 1.896893 0.0 0.2 0.2
H -2.248016 -3.252972 3.333687 -0.2 0.3 0.0
H -1.710087 3.080186 2.796693 -0.3 -0.2 0.2
H -3.355972 5.713397 4.536999 0.2 -0.1 -0.1
H -1.883950 4.682300 4.424218 -0.3 0.0 0.0
H -2.901089 4.952337 2.969934 -0.1 0.0 0.3
H -5.135013 1.668870 5.094446 0.2 -0.1 -0.2
H -4.680598 -0.699009 4.312514 0.0 0.3 0.1

Record 3
88
Properties=species:S:1:pos:R:3:forces:R:3 method="wB97M-V/def2-TZVPD" e_homo_ha=-0.1800 charge=-1 multiplicity=1 energy_ev=-140087.49087 e_above_lowest_ev=0.1492 gap_ev=7.1 lumo_energy_ev=2.16
Na -0.291745 -0.205785 0.524640 -0.1 0.1 0.0
F -6.666915 -2.764124 0.766140 0.0 0.0 0.0
C -5.707547 -1.827602 0.831331 0.0 0.0 0.0
C -4.389869 -2.149955 0.568728 0.0 0.0 0.0
F -4.065309 -3.408658 0.243088 0.0 0.0 0.0
C -3.420900 -1.170027 0.642150 -0.1 0.0 0.0
F -2.148599 -1.558315 0.368886 -0.1 -0.1 0.0
C -3.678230 0.161864 0.975424 0.1 0.0 0.0
S -2.442634 1.379111 1.059774 0.0 0.0 0.0
C -5.026867 0.438801 1.230549 0.0 0.0 0.0
F -5.402958 1.681078 1.557972 0.0 0.0 0.0
C -6.018610 -0.521241 1.162333 0.0 0.0 0.0
F -7.294734 -0.196268 1.416355 0.0 0.0 0.0
N 0.877629 -0.695692 3.646758 0.0 0.1 0.0
C 1.944222 -0.893870 2.776741 0.0 0.0 0.0
N 3.083488 -1.274333 3.365666 0.1 0.0 -0.1
C 4.126022 -1.296050 2.494371 -0.1 0.1 0.1
N 5.362115 -1.420416 3.095808 0.0 0.0 0.0
N 4.099984 -1.146041 1.206000 0.1 -0.1 0.1
C 2.793420 -1.083748 0.614576 0.0 0.1 -0.1
N 1.717722 -0.699030 1.499333 0.1 0.1 0.1
C 2.150601 -0.275206 -1.666420 0.0 0.0 0.0
C 2.702749 -0.161447 -2.957859 0.0 0.1 0.0
C 1.912512 -0.390776 -4.059703 0.0 0.0 0.0
C 0.579490 -0.749347 -3.885787 0.0 0.0 0.0
C 0.115751 -0.842219 -2.592035 0.0 0.0 0.0
N 0.856483 -0.589845 -1.509429 0.1 -0.2 -0.1
H 1.183031 -0.510312 4.589090 0.0 0.0 0.0
H 0.169730 -0.056697 3.316232 0.0 0.0 0.0
H 5.334215 -1.794068 4.028588 0.0 0.0 0.0
H 6.100685 -1.746400 2.497407 0.0 0.0 0.0
H 3.751551 0.069201 -3.070273 0.0 0.0 0.0
H 2.341147 -0.320804 -5.052110 0.0 0.0 0.0
H -0.077037 -0.950313 -4.720436 0.0 0.0 0.0
H -0.917461 -1.114654 -2.399300 0.0 0.0 0.0
C 7.969780 2.477404 4.198068 0.0 0.0 0.0
C 7.025479 2.060522 3.103675 0.0 0.0 0.0
C 5.681234 2.391124 3.153473 0.0 0.0 0.0
C 4.793626 2.051418 2.136863 0.0 -0.1 0.0
C 3.335309 2.351328 2.345949 0.0 0.0 0.0
C 5.277056 1.369496 1.009895 -0.2 0.0 0.1
As 4.293024 1.185515 -0.687045 0.3 -0.1 0.1
N 2.922371 -0.100529 -0.524900 -0.2 0.1 -0.1
C 2.543590 -2.476597 -0.005793 -0.1 0.0 0.0
C 3.417287 -2.958580 -0.978380 0.0 0.0 0.0
C 3.256993 -4.226739 -1.508665 0.0 0.0 0.0
C 2.222994 -5.044897 -1.063539 0.0 0.0 0.0
C 1.362878 -4.579010 -0.083649 0.0 0.0 0.0
C 1.524225 -3.301044 0.443018 0.0 0.0 0.0
C 3.452094 2.990745 -0.727682 -0.2 -0.1 -0.1
C 2.092832 3.324273 -0.668062 0.0 0.0 0.1
C 0.998211 2.348550 -0.326580 0.0 0.1 0.0
C 1.691661 4.639669 -0.906075 0.0 0.0 0.0
C 2.592558 5.644580 -1.202525 0.0 0.0 0.0
C 2.139709 7.056293 -1.459479 0.0 0.0 0.0
C 3.937313 5.305821 -1.259674 0.0 0.0 0.0
C 4.379587 4.008617 -1.040529 0.0 0.0 0.0
C 5.863581 3.755366 -1.153109 0.0 0.0 0.0
C 6.615653 0.950078 0.986200 0.0 0.0 -0.1
C 7.154028 0.028842 -0.075869 0.1 0.0 0.0
C 7.466515 1.309763 2.025721 0.0 0.0 -0.1
H 7.430768 2.676068 5.124714 0.0 0.0 0.0
H 8.510952 3.387717 3.927810 0.0 0.0 0.0
H 8.711710 1.702509 4.396840 0.0 0.0 0.0
H 5.296637 2.913415 4.024156 0.0 0.0 0.0
H 3.126599 2.422640 3.414072 0.0 0.0 0.0
H 2.716151 1.549071 1.945291 0.0 0.0 0.0
H 3.028115 3.286762 1.876332 0.0 0.0 0.0
H 4.228415 -2.325703 -1.316830 0.0 0.0 0.0
H 3.940120 -4.582200 -2.271289 0.0 0.0 0.0
H 2.094591 -6.037534 -1.477694 0.0 0.0 0.0
H 0.557449 -5.207545 0.276663 0.0 0.0 0.0
H 0.852508 -2.941200 1.211872 0.0 0.0 0.0
H 1.381207 1.537117 0.283462 0.0 -0.1 0.0
H 0.548475 1.935807 -1.233540 0.1 0.0 0.1
H 0.200738 2.856618 0.217492 0.0 0.0 0.0
H 0.633641 4.873001 -0.839723 0.0 0.0 0.0
H 1.065270 7.156850 -1.308498 0.0 0.0 0.0
H 2.365330 7.360916 -2.483834 0.0 0.0 0.0
H 2.642224 7.759694 -0.792692 0.0 0.0 0.0
H 4.671167 6.072773 -1.489031 0.0 0.0 0.0
H 6.369128 4.652008 -1.511874 0.0 0.0 0.0
H 6.083539 2.942099 -1.850403 0.0 0.0 0.0
H 6.300991 3.479542 -0.193500 0.0 0.0 0.0
H 6.710026 0.203785 -1.053712 0.0 0.0 0.0
H 6.911542 -1.001151 0.201337 0.0 0.0 -0.1
H 8.237751 0.118657 -0.165584 0.0 0.0 0.0
H 8.502335 0.984168 1.988967 0.0 0.0 0.0